1.
Formula: C18H21F2N2
Source: OMol25
Level of theory: ωB97M-V/def2-TZVPD

For the HOMO-LUMO gap, the calculation gives 7.319 eV. The calculation puts the HOMO energy at -0.43239 hartree. The value obtained for the energy above the lowest of the compared OMol25 structures with the same formula, charge and spin is 62.6 kcal/mol. Its total energy is -27410.8246 eV. Its total charge is +1.

XYZ file:
```
43
Properties=species:S:1:pos:R:3:forces:R:3:nbo_charge:R:1
F 3.510421 -3.357518 1.090181 -0.08 1.48 0.24 -0.314
C 3.721027 -2.050079 1.453272 0.44 -0.23 0.35 0.391
C 5.033973 -1.563161 1.429441 -1.04 0.12 0.27 -0.237
C 5.224426 -0.293634 2.006163 0.47 -0.54 -0.22 -0.190
C 4.189069 0.434052 2.591164 -0.54 -0.21 -0.81 -0.198
C 2.834673 0.047266 2.379055 1.22 -0.69 0.02 -0.123
C 1.663355 0.912265 2.671355 0.45 -0.76 2.41 0.066
C 0.374028 0.377395 2.243089 -0.55 1.18 -0.13 -0.322
C -0.734128 0.674969 2.992132 0.72 0.82 -0.44 0.003
C -1.882077 -0.159309 3.151599 -2.13 -0.97 -0.27 -0.116
C -1.824182 -1.537646 2.802358 0.35 0.55 0.02 -0.234
C -2.953404 -2.322382 2.903907 -0.55 -0.82 0.11 0.400
F -2.857509 -3.664991 2.607867 -0.08 1.47 0.24 -0.317
C -4.193924 -1.820201 3.330046 0.81 0.44 -0.09 -0.215
C -4.258513 -0.459373 3.684852 -0.26 -0.38 -0.01 -0.195
C -3.140170 0.358042 3.613303 1.40 -0.53 -0.40 -0.160
C 2.642261 -1.260968 1.885158 -0.04 -0.61 -0.61 -0.203
H 5.845265 -2.186731 1.030991 -0.39 0.48 0.19 0.255
H 6.240798 0.109921 1.941489 -0.42 -0.06 0.50 0.235
H 4.440369 1.329382 3.142822 -0.05 0.14 -0.19 0.205
H 1.626067 1.393135 3.649597 -0.66 -2.19 0.25 0.213
H 0.251812 -0.324521 1.411658 0.56 0.18 0.45 0.242
H -0.746071 1.686641 3.421147 0.09 -0.68 0.53 0.228
H -0.875777 -1.975761 2.472358 -0.49 0.03 0.19 0.232
H -5.060294 -2.476460 3.390296 0.25 0.16 0.00 0.252
H -5.209527 -0.044202 4.035624 0.41 -0.19 -0.17 0.238
H -3.175774 1.401841 3.896384 -0.18 0.00 0.02 0.221
H 1.650610 -1.729961 1.828086 0.59 0.34 0.01 0.227
C 3.042983 3.201774 1.567323 0.60 1.84 0.55 -0.432
N 2.307460 2.738934 2.704964 -1.66 1.27 -0.30 -0.334
N 0.964661 3.369315 2.809448 -0.43 -0.60 0.49 -0.298
C 0.900249 4.145513 4.051396 0.60 0.00 -0.10 -0.447
C 0.634680 4.145438 1.629061 -0.10 0.44 0.28 -0.434
H 3.163538 4.293284 1.707049 0.22 -0.42 -0.61 0.208
H 4.026426 2.787079 1.591174 0.43 -0.55 -0.39 0.242
H 2.449140 2.987755 0.697727 0.54 -0.20 -0.49 0.227
H 2.746301 3.027038 3.620482 -0.05 -1.00 -1.22 0.409
H -0.022503 4.740611 4.104045 0.27 -0.42 -0.05 0.245
H 0.986218 3.482267 4.944807 -0.16 0.46 -0.64 0.216
H 1.752785 4.839858 4.023542 -0.11 0.29 0.49 0.179
H -0.350016 4.617090 1.776151 0.33 -0.47 -0.12 0.239
H 1.378085 4.940887 1.557345 -0.36 0.37 -0.61 0.182
H 0.654358 3.503589 0.737981 -0.41 0.45 0.29 0.217
```
Positions in Å, forces in eV/Å.

=====

2.
Formula: C18H21F2N2O
Source: OMol25
Level of theory: ωB97M-V/def2-TZVPD

For the HOMO-LUMO gap, the calculation gives 7.813 eV. The calculation puts the HOMO energy at -0.40189 hartree. The value obtained for the energy above the lowest of the compared OMol25 structures with the same formula, charge and spin is 0.0 kcal/mol. Its total energy is -29461.0576 eV. Its total charge is +1.

XYZ file:
```
44
Properties=species:S:1:pos:R:3:forces:R:3:nbo_charge:R:1
C 2.989289 -3.715824 -1.974993 0.04 -0.06 -0.14 -0.614
C 2.839518 -2.308464 -2.546579 -0.01 -0.08 -0.07 -0.435
C 1.402453 -1.821205 -2.673935 0.00 0.07 -0.23 -0.079
O 0.592939 -2.310148 -1.548743 0.08 0.03 0.49 -0.322
N -0.524372 -2.964709 -1.908517 -0.17 -0.10 -0.15 0.006
C -1.692464 -2.376470 -2.335456 -0.10 0.25 0.03 -0.068
C -2.580735 -3.379981 -2.520743 0.10 -0.08 -0.22 -0.041
N -1.914615 -4.551286 -2.226557 -0.18 0.05 0.28 -0.455
C -0.678951 -4.277841 -1.818056 0.28 -0.09 -0.24 0.233
H 2.490426 -3.818700 -1.012149 0.06 0.02 0.03 0.207
H 4.045531 -3.942698 -1.828798 -0.07 -0.01 -0.01 0.241
H 2.593754 -4.471339 -2.661948 -0.03 0.04 0.05 0.197
H 3.251334 -2.297933 -3.559891 0.05 0.13 0.08 0.231
H 3.423583 -1.594165 -1.966110 -0.08 -0.05 0.09 0.227
H 0.928910 -2.157971 -3.599131 0.02 -0.08 0.09 0.187
H 1.341267 -0.734361 -2.612794 0.00 -0.03 -0.09 0.222
H -1.787405 -1.309750 -2.453998 0.04 -0.07 0.04 0.272
H -3.604983 -3.347723 -2.849494 0.05 -0.09 0.01 0.267
H -2.293245 -5.485474 -2.272652 -0.09 0.04 0.03 0.459
H 0.067127 -4.985755 -1.494175 0.01 0.11 -0.04 0.267
F 1.753555 4.734200 -0.112647 0.00 0.00 0.00 -0.315
C 1.274605 3.484327 -0.217555 0.01 0.01 0.00 0.412
C 0.490295 3.165928 -1.309307 -0.01 0.00 -0.02 -0.283
C -0.002855 1.873493 -1.407405 0.01 -0.02 0.02 -0.204
C 0.290260 0.931976 -0.428536 -0.01 0.01 -0.06 -0.263
C 1.083206 1.281305 0.656481 -0.02 -0.03 -0.03 -0.175
C 1.583920 2.568934 0.769409 0.00 -0.01 0.03 -0.279
H 0.273203 3.919891 -2.053001 0.01 0.01 0.01 0.237
H -0.625332 1.610546 -2.254405 -0.02 0.01 0.00 0.204
H -0.101277 -0.074490 -0.505244 -0.01 0.00 0.05 0.197
H 1.302659 0.556417 1.427786 0.01 0.01 0.01 0.227
H 2.197083 2.867576 1.608273 -0.01 0.01 0.00 0.241
F 0.500845 1.425036 3.732720 0.02 -0.04 0.04 -0.338
C -0.608733 2.172187 3.941740 0.01 0.03 -0.05 0.397
C -1.837842 1.635196 3.620065 -0.01 -0.01 -0.01 -0.292
C -2.969238 2.410777 3.831105 0.00 0.01 0.01 -0.188
C -2.855885 3.692452 4.350870 0.01 -0.01 0.00 -0.227
C -1.603698 4.203545 4.663007 -0.01 0.00 0.00 -0.181
C -0.461818 3.442119 4.459115 0.01 0.01 0.00 -0.285
H -1.899249 0.632429 3.219621 0.01 0.00 0.00 0.222
H -3.944338 2.008091 3.591434 -0.01 0.00 0.00 0.216
H -3.741344 4.290765 4.514981 0.00 0.00 0.00 0.222
H -1.511362 5.201602 5.069280 0.00 0.01 0.00 0.223
H 0.523979 3.817495 4.696931 0.00 -0.01 0.00 0.233
```
Positions in Å, forces in eV/Å.

=====

3.
Formula: C18H21F6N2OPSe2Sr
Source: OMol25
Level of theory: ωB97M-V/def2-TZVPD

For the HOMO-LUMO gap, the calculation gives 8.342 eV. The calculation puts the HOMO energy at -0.30271 hartree. The value obtained for the energy above the lowest of the compared OMol25 structures with the same formula, charge and spin is 0.8 kcal/mol. Its total energy is -181163.0302 eV.

XYZ file:
```
52
Properties=species:S:1:pos:R:3:forces:R:3:nbo_charge:R:1
Sr -0.589815 0.128411 -1.117442 0.03 -0.02 -0.04 1.799
Se -0.974966 -0.052460 1.962218 0.05 0.00 -0.01 -0.693
P 1.196120 -0.078528 2.003104 -0.02 -0.02 -0.01 0.986
Se 2.220146 -0.171342 0.092216 -0.05 0.02 0.10 -0.661
C 1.746879 1.383034 2.941889 0.00 -0.02 0.01 -0.313
C 2.604091 2.329164 2.400074 0.01 0.00 -0.02 -0.223
C 2.988605 3.430587 3.156469 0.00 0.00 0.00 -0.213
C 2.522469 3.582154 4.452054 0.00 -0.01 -0.01 -0.196
C 1.667185 2.631187 4.998696 0.01 0.00 -0.01 -0.212
C 1.278545 1.537321 4.246470 -0.01 -0.01 0.01 -0.211
C 1.777717 -1.463412 3.033931 0.02 0.02 0.00 -0.424
C 3.152579 -1.607024 3.220536 0.00 0.01 -0.01 -0.126
C 3.641576 -2.627233 4.016607 -0.01 0.00 0.00 -0.228
C 2.762202 -3.514760 4.627603 0.01 0.01 -0.01 -0.195
C 1.396987 -3.375753 4.440635 -0.01 0.01 -0.01 -0.212
C 0.902121 -2.348310 3.645529 -0.01 0.00 0.00 -0.194
H 2.969508 2.199144 1.389220 0.00 0.01 0.00 0.239
H 3.655935 4.167698 2.728924 0.00 0.00 0.00 0.216
H 2.823746 4.439627 5.039967 0.00 0.00 0.00 0.214
H 1.302237 2.745738 6.011119 0.00 0.00 0.00 0.216
H 0.602696 0.801647 4.666748 0.00 0.00 0.00 0.226
H 3.837147 -0.922704 2.733210 0.00 0.00 0.00 0.219
H 4.709001 -2.734020 4.159106 0.00 0.00 0.00 0.216
H 3.145621 -4.314819 5.247758 0.00 0.00 0.00 0.215
H 0.710541 -4.066137 4.913584 0.00 0.00 0.00 0.215
H -0.163651 -2.230639 3.496775 0.00 -0.01 0.00 0.238
N -2.656815 -1.487625 -1.579125 0.00 -0.03 0.06 -0.907
C -3.911102 -0.821282 -1.193883 0.01 0.02 0.00 -0.230
C -3.951698 0.607495 -1.709731 0.01 0.01 -0.01 -0.240
N -2.930075 1.449857 -1.060318 0.00 0.00 0.02 -0.900
H -2.601397 -1.566466 -2.591341 -0.01 0.00 -0.01 0.396
H -2.635996 -2.429735 -1.205644 0.00 0.00 0.00 0.380
H -3.972321 -0.819622 -0.102197 0.00 -0.01 0.00 0.196
H -4.792881 -1.349783 -1.568829 -0.01 0.00 -0.01 0.189
H -4.961027 1.003388 -1.565307 -0.01 0.00 -0.01 0.186
H -3.746643 0.610693 -2.780418 -0.01 0.00 0.02 0.219
H -3.221333 1.699304 -0.120419 0.01 -0.01 0.01 0.376
H -2.828776 2.316235 -1.577840 -0.02 0.00 0.00 0.383
C 0.166751 1.195515 -5.472554 0.02 0.00 0.02 -0.639
C -0.680823 0.199965 -4.671070 -0.02 0.05 -0.01 0.111
O -0.741299 0.483075 -3.351443 -0.01 0.02 -0.10 -1.017
C -2.112291 0.218280 -5.262226 0.00 -0.03 0.01 0.954
F -2.919953 -0.716960 -4.703725 0.02 0.00 -0.01 -0.346
F -2.694125 1.405621 -5.018727 0.00 0.02 -0.01 -0.330
F -2.157171 0.021635 -6.587549 -0.02 0.00 0.00 -0.322
C -0.071437 -1.212378 -4.838967 0.02 -0.04 0.00 0.952
F 1.207604 -1.209159 -4.428290 -0.01 0.00 0.00 -0.325
F -0.083707 -1.673192 -6.099547 0.00 0.01 0.00 -0.324
F -0.708960 -2.132437 -4.078832 0.01 0.00 -0.01 -0.341
H -0.291108 2.179741 -5.392003 0.00 0.00 0.00 0.226
H 0.254764 0.923434 -6.523745 0.00 0.00 0.00 0.223
H 1.156577 1.235815 -5.023257 0.00 0.00 0.00 0.231
```
Positions in Å, forces in eV/Å.

=====

4.
Formula: C18H21FN2O3S
Source: OMol25
Level of theory: ωB97M-V/def2-TZVPD

As for the SMILES: CCN(CC(=O)NCc1ccc(F)cc1)S(=O)(=O)c1ccc(C)cc1. For the HOMO-LUMO gap, the calculation gives 9.462 eV. The calculation puts the HOMO energy at -0.32430 hartree. The value obtained for the energy above the lowest of the compared OMol25 structures with the same formula, charge and spin is 17.8 kcal/mol. Its total energy is -41682.5000 eV.

XYZ file:
```
46
Properties=species:S:1:pos:R:3:forces:R:3:nbo_charge:R:1
C 2.551895 1.875386 -2.178106 -0.19 0.10 0.16 -0.635
H 1.955506 1.348061 -2.919149 0.01 -0.08 -0.11 0.206
H 3.168543 1.153513 -1.648232 0.07 -0.05 -0.06 0.215
H 3.203232 2.573464 -2.697384 0.07 0.03 -0.09 0.222
C 1.662723 2.646946 -1.204932 0.53 0.35 -0.27 -0.226
N 0.809157 1.829967 -0.367284 0.20 -0.24 0.89 -0.677
S 1.477263 1.292560 1.080439 -0.04 0.35 0.17 2.325
O 2.328230 2.348933 1.546078 0.28 -0.16 -0.28 -0.943
O 0.380001 0.899230 1.914490 0.18 -0.37 -0.14 -0.937
C 2.465615 -0.150113 0.711146 -0.32 0.58 0.16 -0.366
C 3.834502 -0.006922 0.592020 0.15 0.10 0.05 -0.192
C 4.607763 -1.113449 0.287290 -0.11 0.03 0.01 -0.174
C 4.017079 -2.358922 0.098283 -0.05 0.06 -0.02 -0.001
C 2.636401 -2.477599 0.232355 0.05 0.14 0.00 -0.204
C 1.854304 -1.378591 0.543072 -0.14 -0.16 0.04 -0.187
H 0.785998 -1.468046 0.664209 -0.16 -0.08 -0.01 0.265
H 2.169488 -3.441493 0.094939 -0.07 -0.10 -0.01 0.218
C 4.848775 -3.563066 -0.217138 0.00 -0.02 0.05 -0.632
H 4.955127 -4.181948 0.673670 0.05 -0.08 0.02 0.228
H 4.373812 -4.168163 -0.986298 0.02 -0.07 -0.06 0.223
H 5.841646 -3.276457 -0.553482 0.07 -0.03 -0.03 0.218
H 5.679179 -1.009861 0.197534 0.10 0.01 -0.01 0.209
H 4.272288 0.965734 0.754915 0.13 0.08 0.00 0.241
C -0.044243 0.876406 -1.040139 -0.13 -0.53 0.04 -0.333
H 0.506412 -0.002376 -1.402800 -0.17 0.09 0.00 0.215
H -0.509925 1.375795 -1.896301 0.09 -0.02 0.07 0.230
C -1.155146 0.386667 -0.105633 -0.10 0.27 -0.67 0.702
O -1.379975 -0.792943 0.054453 -0.05 -0.34 0.12 -0.625
N -1.895142 1.384874 0.415525 -0.22 0.36 0.16 -0.614
H -1.478988 2.302776 0.395280 0.05 -0.09 0.03 0.406
C -2.830203 1.096475 1.494028 0.03 -0.23 -0.20 -0.235
C -4.047224 0.392187 0.951180 -0.09 0.02 0.14 -0.056
C -4.291604 -0.941641 1.246337 -0.06 0.22 -0.04 -0.156
C -5.397830 -1.589206 0.726064 -0.24 -0.01 -0.13 -0.282
C -6.254075 -0.883497 -0.097975 0.13 0.05 0.07 0.391
C -6.033471 0.444116 -0.415362 -0.14 -0.15 -0.06 -0.285
C -4.923255 1.074800 0.115161 0.04 -0.17 0.14 -0.176
H -4.734295 2.110888 -0.124302 0.02 0.13 -0.04 0.209
H -6.721755 0.962917 -1.064002 -0.09 0.03 -0.06 0.227
F -7.338776 -1.506891 -0.609815 0.08 0.03 0.03 -0.328
H -5.598272 -2.625871 0.945635 -0.04 -0.11 0.00 0.228
H -3.601936 -1.480363 1.876355 0.10 -0.07 0.06 0.222
H -2.329163 0.469434 2.237950 -0.06 0.10 0.02 0.219
H -3.114669 2.044012 1.954032 0.08 -0.05 0.00 0.212
H 2.274539 3.224576 -0.511182 -0.06 0.15 -0.25 0.240
H 1.020451 3.337694 -1.762932 0.02 -0.03 0.13 0.196
```
Positions in Å, forces in eV/Å.

=====

5.
Formula: C18H21FN2O5S
Source: OMol25
Level of theory: ωB97M-V/def2-TZVPD

As for the SMILES: Cc1noc(C)c1COC(=O)c1ccc(F)c(S(=O)(=O)N2CCCCC2)c1. For the HOMO-LUMO gap, the calculation gives 9.568 eV. The calculation puts the HOMO energy at -0.34693 hartree. The value obtained for the energy above the lowest of the compared OMol25 structures with the same formula, charge and spin is 0.0 kcal/mol. Its total energy is -45776.4369 eV.

XYZ file:
```
48
Properties=species:S:1:pos:R:3:forces:R:3:nbo_charge:R:1
C -3.964990 0.523847 2.012644 -0.09 -0.08 -0.02 -0.649
C -4.452846 0.975122 0.687866 -0.21 0.31 -0.62 0.170
N -5.360971 0.325085 0.012426 0.07 -0.81 1.03 -0.142
O -5.572894 1.000365 -1.146803 0.05 0.61 -0.65 -0.275
C -4.780948 2.079596 -1.190889 0.55 0.15 0.76 0.382
C -4.040757 2.131930 -0.037028 -0.25 -0.03 -0.51 -0.232
C -2.994428 3.114415 0.359514 -0.51 0.08 -0.27 -0.094
H -3.043042 3.998940 -0.282829 0.04 -0.07 0.20 0.215
H -3.097383 3.396709 1.409324 0.08 0.03 -0.16 0.209
O -1.684529 2.534298 0.266761 0.22 -0.06 0.37 -0.503
C -1.125989 2.489456 -0.939477 0.13 0.00 -0.30 0.798
O -1.626520 2.945094 -1.939472 0.01 0.01 0.07 -0.611
C 0.201986 1.817705 -0.914093 0.15 -0.09 0.03 -0.201
C 0.690066 1.207161 0.238091 -0.15 0.12 -0.10 -0.072
C 1.920060 0.583915 0.222121 0.36 -0.35 0.63 -0.432
C 2.663242 0.576093 -0.945195 -0.02 0.07 -0.31 0.448
C 2.196861 1.178262 -2.104099 0.13 -0.12 0.20 -0.289
C 0.961952 1.797952 -2.082121 -0.15 0.01 0.21 -0.117
H 0.565970 2.275748 -2.965395 -0.02 0.02 -0.07 0.243
H 2.800665 1.154784 -2.997517 0.08 -0.03 -0.06 0.239
F 3.853173 -0.039161 -0.968219 -0.07 0.11 -0.03 -0.309
S 2.546682 -0.196036 1.726118 -0.24 0.01 -0.47 2.356
O 1.462689 -0.165783 2.665627 -0.05 -0.14 -0.19 -0.939
O 3.787872 0.423391 2.071203 0.18 -0.16 -0.19 -0.924
N 2.826767 -1.728104 1.205460 -0.10 0.87 0.46 -0.708
C 1.729151 -2.662361 1.199589 -0.63 -0.19 -0.24 -0.216
C 1.864890 -3.585125 -0.010584 0.10 -0.06 0.28 -0.405
C 3.223327 -4.283076 0.026309 -0.01 0.16 -0.26 -0.399
C 4.342568 -3.244676 0.080916 -0.12 -0.10 0.27 -0.406
C 4.138148 -2.324833 1.282799 0.70 0.12 -0.15 -0.217
H 4.859387 -1.508555 1.291626 0.11 -0.18 0.06 0.243
H 4.240276 -2.899284 2.215239 0.01 0.06 -0.04 0.180
H 4.332635 -2.645635 -0.829963 0.05 0.05 -0.05 0.208
H 5.313641 -3.734046 0.161288 0.05 0.03 -0.01 0.214
H 3.342015 -4.916686 -0.854194 0.01 -0.08 0.05 0.213
H 3.276728 -4.921454 0.911182 0.01 -0.10 0.03 0.195
H 1.785618 -2.991417 -0.923249 -0.07 0.03 -0.05 0.202
H 1.056732 -4.317512 -0.003845 -0.05 0.02 -0.02 0.215
H 0.805267 -2.084008 1.162599 -0.09 -0.21 0.02 0.224
H 1.727330 -3.256431 2.124728 -0.04 0.08 -0.03 0.187
H 0.127490 1.205419 1.157855 -0.09 0.02 0.05 0.254
C -4.833696 2.964195 -2.377807 -0.07 -0.10 0.00 -0.686
H -3.821187 3.178654 -2.715020 -0.03 0.01 -0.02 0.264
H -5.323829 3.904741 -2.129113 -0.05 0.04 -0.04 0.231
H -5.391888 2.473581 -3.169856 -0.04 0.03 -0.09 0.238
H -4.426135 -0.425780 2.265722 0.01 -0.06 0.09 0.241
H -2.882155 0.413171 1.995824 0.06 -0.04 0.06 0.229
H -4.219003 1.260333 2.773938 0.01 0.00 0.10 0.225
```
Positions in Å, forces in eV/Å.